Entry 1:
The following is a quantum chemistry calculation of a molecular structure, C15H14N4O2PdS, from OMol25.

```
! RIJCOSX wB97M-V def2-TZVPD def2/J DEFGRID3
* xyz 0 1
H 5.76509 4.66553 0.61008
N 0.83480 2.83651 2.70771
H 2.59486 3.73295 -1.87146
H 0.51308 0.81741 -4.24026
C 0.74551 1.28475 -3.29457
H 4.97518 6.86362 1.42113
C 4.71017 4.83461 0.78171
C 2.00334 5.25418 1.24270
C 2.44314 4.01965 0.77503
O -1.79159 -0.45697 0.26943
C 3.80002 3.81485 0.54516
S -1.15905 0.99644 3.04265
C 2.91272 6.27448 1.46816
H 2.12922 2.71441 -4.09429
H 2.56497 7.23402 1.82772
C 1.64195 2.33362 -3.20638
H -0.59385 2.14856 5.46100
C -2.66158 -0.04452 -0.60381
H -3.43947 -1.45603 -2.00106
H 0.69986 3.25636 5.10218
N 0.38245 1.38700 -0.95448
H 0.94916 5.40546 1.43355
H -4.66634 -0.62187 -1.05896
C 1.91044 2.90363 -1.97007
Pd -0.52273 1.01006 0.86633
C 1.27035 2.39834 -0.84912
H -0.60231 0.04492 -2.13504
C -3.68437 -1.08742 -1.00345
C -0.01248 2.21898 3.50390
N 0.01641 2.58661 4.79752
O -2.65882 1.06318 -1.12907
C 4.26644 6.06613 1.23986
H 4.14464 2.85024 0.19167
C 0.12492 0.84472 -2.13493
N 0.73530 2.40006 1.42896
H -3.69608 -1.92264 -0.30818
C 1.47214 2.93179 0.50927
*
```

Computed properties:
HOMO: -8.12 eV

Listed below, in e, are the Löwdin charges computed for each atom: 0.104 0.014 0.117 0.111 -0.030 0.103 -0.076 -0.027 -0.194 -0.228 -0.040 0.623 -0.072 0.113 0.105 -0.041 0.086 -0.730 0.079 0.104 0.003 0.119 0.079 0.006 0.806 -0.185 0.114 -0.009 -0.846 0.081 -0.020 -0.084 0.122 -0.084 -0.126 0.073 -0.167

***

Entry 2:
The following is a quantum chemistry calculation of a single C15H14N4O4 molecule, from OMol25.

```
! RIJCOSX wB97M-V def2-TZVPD def2/J DEFGRID3
* xyz 0 1
C -4.85696 5.18453 1.25022
C -3.37563 3.19351 0.12545
C 5.01479 -5.64070 0.20520
C 0.05811 0.69309 -0.22550
C -5.34208 4.47024 0.15719
O -2.43118 2.26333 -0.23013
C -3.61966 4.91948 1.80616
O -1.25500 -1.03073 -2.97582
H 1.14227 -2.12866 -2.48632
C 1.60298 -0.85879 -0.83222
C 2.92970 -1.47516 -0.50358
H 2.85115 -5.47752 0.14167
C -2.87071 3.90529 1.22939
C 0.82729 -1.31767 -1.85134
C 2.73725 -2.81261 0.19559
N -0.29699 1.71235 0.62083
H 0.38600 1.92890 1.33499
C -1.42871 2.46525 0.66609
H 3.46176 -0.81642 0.18502
O 3.74677 -3.63447 -0.08955
N -0.77915 0.29862 -1.20555
C -4.60829 3.45379 -0.43216
H -1.68573 0.73806 -1.32399
H -3.24127 5.46951 2.65137
C 3.71618 -4.92644 0.52680
H 3.53470 -1.63463 -1.39544
H -4.97650 2.89598 -1.27760
N -1.62365 3.40045 1.53366
H -6.31480 4.71288 -0.24181
H 5.85895 -5.07709 0.59319
H 5.12933 -5.74180 -0.87055
H 5.00859 -6.62840 0.65675
H 3.58416 -4.79846 1.60667
N 1.22685 0.16256 -0.02215
H -5.46807 5.96724 1.67365
O 1.81899 -3.09831 0.91392
C -0.46145 -0.73721 -2.11009
*
```

Computed properties:
SMILES: CCOC(=O)Cc1cc(=O)[nH]c(Nc2nc3ccccc3o2)n1
HOMO: -8.45 eV

Listed below, in e, are the Löwdin charges computed for each atom: -0.089 -0.183 -0.066 -0.322 -0.088 0.116 -0.009 0.064 0.127 -0.268 -0.022 0.130 -0.217 0.060 -0.495 0.201 0.169 -0.351 0.132 -0.005 0.223 0.000 0.147 0.112 -0.222 0.130 0.118 0.196 0.103 0.077 0.077 0.078 0.127 0.169 0.102 0.130 -0.450

***

Entry 3:
The following is a quantum chemistry calculation of a molecular structure, C15H15Br36F4GaIO5P, from OMol25.

```
! RIJCOSX wB97M-V def2-TZVPD def2/J DEFGRID3
* xyz -2 1
Br -0.90751 9.78063 -1.99321
Br 7.38233 -1.96001 1.21052
C 1.94555 1.05094 2.43510
H -3.22299 -4.70924 0.57451
H 3.14373 12.12379 2.59220
Br 0.11831 -6.54707 -2.58050
C -1.84307 -0.77709 -0.61063
H 6.59285 8.45766 -1.40453
O -0.90073 5.05714 0.88453
C -5.44018 -2.05467 1.48609
Br 4.21819 7.95108 -1.93641
C 0.59975 8.65776 -1.50018
C 1.39052 2.52460 2.41684
Br -3.27219 -1.17607 -1.86230
Br 4.91046 12.94213 1.06023
H 1.23992 9.25401 -0.86322
Br -3.23971 -6.05102 -1.51230
Br -3.55886 -7.47195 -9.24252
C -5.13435 -10.05214 -2.02164
Br 2.03270 -5.82691 1.44567
C -4.02278 -7.94439 -7.42542
F 0.07591 2.40431 2.87458
Ga 1.53336 3.52663 0.61032
Br -6.03702 -8.46901 -1.38495
C -8.19537 -4.35299 4.84343
Br 0.66248 -4.08767 3.76580
H 2.21772 -7.08322 -3.78356
H 3.76843 5.30371 -1.13536
H -5.25306 -2.32176 0.45117
Br -7.19587 -4.53374 6.48814
O -0.92964 3.81063 -0.91837
F 1.34871 0.28444 1.45626
Br -7.57076 -5.57730 3.48816
Br -4.52137 -0.39097 1.81984
Br -1.03488 -5.84939 0.80880
H 1.27187 -3.46131 1.44533
H -3.77133 -8.99031 -7.29600
O 2.56758 6.46620 1.97206
Br -10.10045 -4.51793 5.13827
O 4.37796 4.74669 1.46156
Br -3.63128 -10.52279 -0.90074
C -2.91327 -5.72893 0.36973
C -0.32417 4.22388 0.14836
H -2.30595 -0.35365 0.27136
Br 6.72035 8.44122 -3.88394
Br 0.03164 7.12692 -0.47625
Br 7.76285 0.93778 2.52623
H 5.69294 -0.29077 1.93440
Br 2.97737 -5.11620 -2.48369
Br -7.35757 -1.86864 1.68739
Br 1.65666 8.17116 -3.05048
Br -4.61808 -9.88150 -3.87716
C 2.02852 -6.77595 -2.76228
C 5.92329 8.84797 -2.16261
Br -0.61465 0.53893 -1.29269
F 3.32370 1.01313 2.30810
F 2.11909 3.22470 3.39315
Br 2.16668 11.43781 0.42547
I 2.34825 2.08300 -1.39767
H -5.84320 -10.86870 -1.96151
Br -0.92264 -2.38663 -0.04581
Br 2.69274 -8.18634 -1.61369
Br 6.26105 0.64283 -0.28247
C 6.64045 -0.18116 1.41804
C 1.78737 -4.05491 2.19368
Br -5.92389 -7.77500 -7.10391
O 3.51644 6.05328 -0.56565
Br 4.38817 10.01080 2.23606
Br -4.74772 -3.49208 2.58128
P 3.07768 5.28273 0.90473
H 3.29659 6.62489 2.59095
H -8.01668 -3.35001 4.47096
Br -2.98113 -6.94719 -6.13692
Br 5.81078 10.76555 -1.86785
C 3.58862 11.68760 1.70640
Br 3.47818 -3.18724 2.53835
Br -3.98655 -6.88684 1.48828
H 1.65112 0.60415 3.41413
*
```

Computed properties:
HOMO: -1.76 eV

Listed below, in e, are the Löwdin charges computed for each atom: 0.504 0.513 -0.329 -0.099 -0.035 0.531 -1.600 -0.028 -0.261 -1.576 0.661 -1.584 -0.423 0.538 0.517 -0.123 0.522 0.559 -1.614 0.500 -1.640 0.002 0.128 0.543 -1.632 0.558 -0.035 0.020 -0.047 0.563 -0.235 -0.028 0.525 0.657 0.490 -0.086 -0.036 -0.249 0.550 -0.423 0.565 -1.579 -0.864 -0.104 0.524 0.798 0.554 -0.050 0.581 0.571 0.513 0.544 -1.612 -1.557 0.581 0.016 -0.019 0.620 0.303 -0.034 0.573 0.538 0.570 -1.629 -1.608 0.546 -0.492 0.590 0.572 0.484 0.042 -0.058 0.559 0.509 -1.614 0.588 0.523 0.158

***

Entry 4:
The following is a quantum chemistry calculation of a molecular structure, C15H15Cl3IIrNO3P, from OMol25.

```
! RIJCOSX wB97M-V def2-TZVPD def2/J DEFGRID3
* xyz 3 6
C 3.53349 -2.75165 -3.24208
C -1.44651 2.94040 -1.31514
C -2.60234 -1.13553 3.00042
O -1.45194 -0.91855 2.07370
I -0.87156 -1.81787 -1.48631
C 1.93661 -0.09508 -1.16587
O -0.84273 1.34844 2.97086
C 2.08913 -1.27338 -1.92274
H -0.26540 1.62275 4.95574
C 1.04599 -2.21036 -2.17319
C 4.25812 0.50463 -1.62098
Ir 0.14554 0.37668 -0.18253
Cl -0.92192 5.34638 -2.15903
H 2.66852 -1.43723 3.31308
H 0.40555 -4.07067 -3.07188
H -2.45177 -0.55076 3.90203
C 1.22495 -3.38303 -2.90653
H 4.50236 -2.96992 -3.67599
C 4.43063 -0.66992 -2.34613
C 3.02987 0.77673 -1.03504
H -0.72204 3.09318 4.03691
O 0.85879 -0.52891 3.05866
C 2.47123 -3.65744 -3.43460
H 5.08137 1.19838 -1.51226
P -0.29579 0.09919 2.24734
H 2.54276 -0.46603 1.81714
H 2.63240 -4.56200 -4.00686
H 0.86313 2.32373 3.73934
C -0.17354 2.15962 4.01752
H 5.38885 -0.89671 -2.79745
H 2.92808 1.69439 -0.46648
N -0.89709 2.01246 -0.92109
H -2.61022 -2.19753 3.21542
C 2.31090 -0.51020 2.88032
C -2.16040 4.14934 -1.82265
Cl -3.24919 4.65648 -0.54182
C 3.35808 -1.57019 -2.50332
H 2.71091 0.34690 3.41276
H -3.48998 -0.81737 2.46686
Cl -3.01714 3.64378 -3.26868
*
```

Computed properties:
⟨S²⟩: 8.7848
HOMO (spin up / spin down): -17.87 / -18.89 eV

Listed below, in e, are the Löwdin charges computed for each atom: 0.116 -0.266 0.030 -0.327 1.296 -0.278 -0.257 -0.250 0.111 -0.534 0.016 1.095 0.714 0.112 0.125 0.097 -0.074 0.154 0.084 -0.071 0.108 -0.242 0.052 0.141 0.496 0.062 0.149 0.092 0.024 0.150 0.113 0.007 0.108 -0.005 -1.640 0.711 -0.139 0.103 0.105 0.715

***

Entry 5:
The following is a quantum chemistry calculation of 2 unconnected molecules or ions with the total composition C15H15ClN3O3, from OMol25.

```
! RIJCOSX wB97M-V def2-TZVPD def2/J DEFGRID3
* xyz 1 1
C -1.26548 1.81200 -1.96571
H 2.37528 -2.73909 -3.13012
H 3.67008 -4.37524 -1.74355
C -2.16369 2.33326 -0.99131
H -0.81339 -3.11271 2.08496
H 0.62752 -0.82482 -1.98847
O -4.03799 4.69835 2.57541
C -2.47657 3.51333 1.35457
C -2.98808 4.94680 1.64188
H -1.74549 1.32400 -2.85088
C 1.73334 -3.16157 -0.08381
C 0.72537 -1.53860 -1.18739
H 0.34492 3.33434 1.12281
H -3.25837 2.27044 -1.15208
H 3.22019 -1.40443 -2.34109
H 0.02589 -4.59125 1.57244
C 2.85432 -2.42298 -2.20155
C 0.53143 2.38708 -0.85450
C -0.03781 -1.84141 -0.10880
C 4.01128 -3.34669 -1.87859
H -0.97052 -1.46023 0.26868
C 0.14232 -3.52765 1.77446
O -2.63389 5.98990 1.27256
H 0.87655 -3.38098 2.56531
C -0.19437 2.92648 0.24470
Cl -2.46932 0.95462 2.51395
N 0.60621 -2.85935 0.55867
C -3.65306 3.59115 3.30520
H 1.64589 2.44231 -0.77014
H 2.44171 -3.91272 0.22411
H 4.51955 -3.03301 -0.96415
C -2.84093 2.65836 2.34328
N 1.81349 -2.38616 -1.16304
N 0.09570 1.80676 -2.00636
C -1.64134 2.94322 0.21016
O -3.80624 3.32434 4.44001
H 4.73548 -3.33785 -2.69165
*
```

Computed properties:
HOMO: -12.44 eV

Listed below, in e, are the Löwdin charges computed for each atom: -0.159 0.138 0.083 -0.007 0.102 0.124 0.131 -0.072 -0.337 0.114 -0.013 0.009 0.124 0.123 0.137 0.107 -0.156 -0.157 0.013 -0.073 0.133 0.030 0.240 0.107 -0.006 0.717 -0.090 -0.424 0.113 0.168 0.089 -0.458 -0.037 0.053 -0.157 0.198 0.093

***

Entry 6:
The following is a quantum chemistry calculation of a molecular structure, C15H15CuN3O4S, from OMol25.

```
! RIJCOSX wB97M-V def2-TZVPD def2/J DEFGRID3
* xyz -1 1
C 2.12321 -0.42591 0.23994
N 0.04847 -1.26406 0.68168
C 4.28899 2.20449 -2.25171
N 2.29998 1.57012 -1.09682
N 0.84755 -0.34646 0.06269
C 2.78393 -1.42611 1.13535
H 4.78721 2.89610 -2.91735
Cu 0.05330 1.27157 -0.67900
H 4.78075 -0.56938 -0.38482
O -0.40087 3.28027 0.07604
O -1.65614 0.28180 0.36738
S -1.09138 3.44157 -1.21138
H 6.01458 0.98011 -1.88153
C 2.94966 2.37215 -1.92952
C -1.82948 -2.91255 1.99599
H -3.18427 3.90840 -0.29160
H -4.80224 -4.50617 2.33566
H 2.36584 3.19263 -2.33399
H 3.51717 -0.94242 1.78666
H -3.29056 3.08539 -1.87968
C -2.76045 -3.84589 2.43544
H -5.47050 -2.72845 0.74423
H -2.87093 2.13992 -0.40794
C -1.22522 -0.84530 0.67219
H -2.46011 -4.62353 3.12779
H -0.79981 -2.95681 2.32432
H -3.79795 -1.03448 0.00940
C 4.96385 1.14265 -1.67180
C -4.44924 -2.77950 1.10278
C 4.28174 0.28137 -0.83003
C -2.20407 -1.89946 1.12143
C -2.79436 3.10335 -0.91116
C -4.07394 -3.78252 1.98978
O -0.65646 2.39574 -2.17822
H 2.02454 -1.91299 1.73961
H 3.30875 -2.19974 0.56463
C 2.93101 0.51100 -0.57556
O -1.03185 4.77990 -1.76204
C -3.52068 -1.83682 0.68117
*
```

Computed properties:
HOMO: -3.75 eV

Listed below, in e, are the Löwdin charges computed for each atom: -0.270 0.056 -0.077 0.101 -0.021 -0.048 0.093 0.303 0.098 -0.351 -0.027 0.393 0.098 -0.106 -0.042 0.061 0.089 0.119 0.078 0.062 -0.102 0.092 0.041 -0.471 0.091 0.099 0.112 -0.088 -0.098 -0.030 -0.142 -0.151 -0.118 -0.378 0.054 0.077 -0.212 -0.354 -0.030

***

- Number 3 is which compound?
  C15H15Br36F4GaIO5P

***

- Number 3 is which compound?
  C15H15Br36F4GaIO5P